Density functional theory data (wB97M-V/def2-TZVPD) for a structure of composition C12H44B2InO12 at a distorted geometry.

Computed properties:
Max |F|   5.9 eV Å⁻¹
Total charge   +1
Frontier orbital gap   2.8 eV
LUMO level   -8.9 eV
E_HOMO   -11.72 eV
Relative energy (zero: lowest compared OMol25 entry of this formula, charge and spin)   416.7 kJ/mol

Positions of all 71 atoms, in Å:
In: 0.905 0.826 2.201
O: 0.781 -1.552 -2.818
O: -1.819 1.887 2.079
O: -0.636 2.163 -2.584
O: -5.312 -1.514 1.692
O: 1.796 -2.367 1.770
O: -1.242 -2.986 -0.927
O: -0.192 3.314 0.477
O: 3.884 0.091 1.146
O: 1.957 -4.590 3.489
O: 0.364 4.798 -3.404
O: -2.914 -0.959 0.361
O: 2.538 2.618 0.550
C: 0.609 -2.969 -2.561
C: 3.022 -3.881 2.893
C: -2.231 3.211 1.684
C: 3.743 2.246 -0.152
C: 1.035 3.530 -3.242
C: 4.036 0.745 -0.109
C: -5.207 -0.774 0.450
C: -1.592 3.562 0.333
C: -0.871 -3.344 -2.272
C: 2.703 -3.379 1.468
C: 0.321 2.272 -3.656
C: -3.923 0.000 0.277
B: -0.933 -1.580 2.757
B: -0.258 -0.042 -0.539
H: -3.959 0.776 1.042
H: 2.485 3.576 0.545
H: 3.828 -4.614 2.934
H: -5.414 -0.922 2.441
H: 2.187 -4.129 0.869
H: -0.611 -2.430 2.175
H: -1.860 3.864 2.474
H: -3.317 3.248 1.600
H: 1.238 -3.309 -1.738
H: -5.276 -1.531 -0.332
H: -0.968 -4.430 -2.275
H: -1.075 -2.046 -0.820
H: 2.165 -4.648 4.424
H: 4.604 2.798 0.225
H: -0.132 2.419 -4.637
H: 0.896 -3.652 -3.361
H: 3.548 -2.953 0.927
H: 3.268 0.421 -0.811
H: 0.112 4.117 0.047
H: -1.157 0.338 -0.079
H: 4.557 -0.595 1.134
H: 0.475 0.750 -0.557
H: -1.820 -1.856 3.306
H: -1.248 -0.671 2.270
H: -1.620 -3.010 -2.990
H: 0.109 -0.875 0.040
H: -0.089 -1.413 3.408
H: 3.203 -3.005 3.516
H: 3.695 2.629 -1.171
H: 0.996 1.418 -3.723
H: -3.893 0.495 -0.694
H: -2.141 -0.528 -0.011
H: -2.360 1.678 2.844
H: 4.985 0.492 -0.582
H: -1.759 4.600 0.043
H: 1.875 3.412 -3.926
H: -2.022 2.976 -0.480
H: 1.331 -2.820 2.477
H: -6.175 -0.289 0.331
H: 0.207 4.935 -4.341
H: -0.483 1.390 -2.035
H: 0.288 -1.069 -2.151
H: -0.578 -0.352 -1.522
H: 1.343 3.489 -2.197

Here is what Löwdin gives for the atomic charges, in e: atom 1 (In): 1.424, atom 2 (O): -0.062, atom 3 (O): -0.150, atom 4 (O): -0.084, atom 5 (O): -0.041, atom 6 (O): -0.141, atom 7 (O): -0.007, atom 8 (O): -0.112, atom 9 (O): -0.084, atom 10 (O): -0.051, atom 11 (O): -0.051, atom 12 (O): 0.025, atom 13 (O): -0.141, atom 14 (C): -0.173, atom 15 (C): -0.235, atom 16 (C): -0.180, atom 17 (C): -0.199, atom 18 (C): -0.252, atom 19 (C): -0.215, atom 20 (C): -0.205, atom 21 (C): -0.192, atom 22 (C): -0.170, atom 23 (C): -0.204, atom 24 (C): -0.192, atom 25 (C): -0.207, atom 26 (B): -0.272, atom 27 (B): -0.428, atom 28 (H): 0.119, atom 29 (H): 0.094, atom 30 (H): 0.122, atom 31 (H): 0.082, atom 32 (H): 0.128, atom 33 (H): -0.006, atom 34 (H): 0.126, atom 35 (H): 0.126, atom 36 (H): 0.113, atom 37 (H): 0.126, atom 38 (H): 0.122, atom 39 (H): 0.007, atom 40 (H): 0.100, atom 41 (H): 0.121, atom 42 (H): 0.125, atom 43 (H): 0.121, atom 44 (H): 0.118, atom 45 (H): 0.116, atom 46 (H): 0.087, atom 47 (H): -0.014, atom 48 (H): 0.091, atom 49 (H): 0.009, atom 50 (H): 0.069, atom 51 (H): -0.022, atom 52 (H): 0.131, atom 53 (H): -0.004, atom 54 (H): -0.060, atom 55 (H): 0.125, atom 56 (H): 0.123, atom 57 (H): 0.124, atom 58 (H): 0.145, atom 59 (H): -0.008, atom 60 (H): 0.102, atom 61 (H): 0.137, atom 62 (H): 0.138, atom 63 (H): 0.112, atom 64 (H): 0.116, atom 65 (H): 0.033, atom 66 (H): 0.125, atom 67 (H): 0.084, atom 68 (H): -0.001, atom 69 (H): -0.030, atom 70 (H): 0.022, atom 71 (H): 0.104